A molecular structure, C5H6NaO2, computed with the ωB97M-V functional and the def2-TZVPD basis.

The total charge is 0. The value obtained for the LUMO energy (alpha / beta) is -0.041 / -0.041 Eh. The spin multiplicity is 2. Its frontier orbital gap (alpha / beta) is 5.67 / 6.50 eV. The value obtained for the HOMO energy (alpha / beta) is -6.790 / -7.629 eV.

XYZ file:
```
14
C5H6NaO2 (the ωB97M-V functional and the def2-TZVPD basis)
C -1.610 0.816 -0.281
C -0.960 0.280 0.860
C 0.023 -0.465 1.322
H -2.631 0.442 -0.437
H -1.648 1.917 -0.267
H 0.123 -0.609 2.406
C 1.138 -1.079 0.467
O 2.360 -0.558 0.810
Na 2.971 1.187 1.871
H 0.884 -0.910 -0.604
H 1.091 -2.181 0.616
O -1.310 0.063 -2.930
C -0.771 0.517 -1.963
H 0.340 0.579 -1.869
```

Results of the natural (NBO) charge analysis, in e, for atoms 1 through 2: number 1, C, carries -0.590; number 2, C, carries 0.075



A single C5H6N2 molecule, computed with the ωB97M-V functional and the def2-TZVPD basis.

The total charge is 0. The value obtained for the LUMO energy is 0.029 Eh. Its energy above the lowest of the compared OMol25 structures with the same formula, charge and spin is 402.8 kJ/mol. Its frontier orbital gap is 10.40 eV. The value obtained for the HOMO energy is -9.598 eV.

XYZ file:
```
13
C5H6N2 (the ωB97M-V functional and the def2-TZVPD basis)
C -2.152 0.495 0.826
C -0.826 0.877 0.284
N -0.317 1.722 -0.490
C 0.622 0.728 0.121
C 1.007 -0.360 -0.665
N 0.805 -1.068 -1.686
C 1.996 -1.366 -0.846
H -2.268 1.150 1.623
H -2.760 0.596 -0.034
H -2.310 -0.519 1.289
H 1.287 0.976 0.932
H 2.972 -1.077 -1.237
H 1.944 -2.153 -0.115
```

Results of the natural (NBO) charge analysis, in e, for atoms 1 through 2: number 1, C, carries -0.673; number 2, C, carries 0.318



2 unconnected molecules or ions with the total composition C6H10, computed with the ωB97M-V functional and the def2-TZVPD basis.

The total charge is 0. The value obtained for the LUMO energy (alpha / beta) is 0.000 / 0.013 Eh. Its energy above the lowest of the compared OMol25 structures with the same formula, charge and spin is 513.5 kJ/mol. Its frontier orbital gap (alpha / beta) is 8.38 / 8.37 eV. The value obtained for the HOMO energy (alpha / beta) is -8.368 / -8.009 eV.

XYZ file:
```
16
C6H10 (the ωB97M-V functional and the def2-TZVPD basis)
C 2.246 0.520 -0.023
C 1.518 -0.796 -0.307
C 0.098 -0.748 0.072
C -0.989 -1.071 0.587
C -2.306 -0.817 0.833
C -1.419 1.155 -0.541
H 1.753 1.343 -0.550
H 2.231 0.747 1.048
H 3.289 0.465 -0.350
H 1.599 -1.040 -1.374
H 2.000 -1.618 0.239
H -2.622 -0.416 1.793
H -3.079 -1.302 0.242
H -1.616 0.278 -1.119
H -1.563 2.118 -1.040
H -1.141 1.184 0.490
```

Results of the natural (NBO) charge analysis, in e, for atoms 1 through 2: number 1, C, carries -0.590; number 2, C, carries -0.483



A molecular structure, C27H33B3FNO22, computed with the ωB97M-V functional and the def2-TZVPD basis.

The total charge is 0. The value obtained for the LUMO energy is -0.010 Eh. Its frontier orbital gap is 9.14 eV. The value obtained for the HOMO energy is -9.415 eV.

XYZ file:
```
87
C27H33B3FNO22 (the ωB97M-V functional and the def2-TZVPD basis)
C 7.848 2.510 1.878
C 6.615 3.303 1.486
C 6.384 3.622 0.150
C 5.242 4.326 -0.208
C 4.320 4.716 0.762
C 3.063 5.462 0.281
B 1.860 5.043 1.181
O 1.621 5.556 2.464
B 0.828 4.660 3.133
F -0.216 5.063 3.844
O 1.036 3.275 3.031
B 0.944 3.000 1.683
O 0.834 1.655 1.302
C 1.358 1.392 0.132
N 1.671 1.076 -0.928
O 0.964 4.031 0.774
C 4.564 4.424 2.096
C 5.713 3.714 2.455
H 7.716 2.056 2.858
H 7.990 1.706 1.157
H 8.714 3.171 1.891
H 7.087 3.314 -0.612
H 5.088 4.559 -1.253
H 2.859 5.078 -0.720
H 3.231 6.537 0.219
H 3.892 4.735 2.884
H 5.881 3.490 3.500
C -1.253 -0.790 -3.253
C -1.095 0.707 -3.206
O -1.153 1.072 -4.595
C -1.823 0.103 -5.247
O -2.185 0.176 -6.383
O -2.028 -0.971 -4.453
H -1.783 -1.188 -2.393
H -0.299 -1.308 -3.366
H -1.918 1.195 -2.680
H -0.152 1.017 -2.765
C -2.202 -3.260 1.796
C -2.064 -1.756 1.734
O -2.213 -1.488 0.334
C -2.906 -2.518 -0.216
O -3.327 -2.501 -1.330
O -3.039 -3.532 0.658
H -2.659 -3.613 2.713
H -1.247 -3.770 1.658
H -2.860 -1.241 2.275
H -1.101 -1.397 2.089
C -0.320 2.597 5.642
C -1.395 2.510 6.704
O -1.459 1.103 6.957
C -0.272 0.554 6.601
O 0.051 -0.564 6.837
O 0.491 1.455 5.937
H 0.264 3.508 5.704
H -0.718 2.493 4.636
H -1.117 3.022 7.627
H -2.360 2.881 6.369
C -4.947 -1.674 -6.075
C -4.978 -1.444 -7.568
O -6.285 -1.912 -7.922
C -7.072 -1.841 -6.819
O -8.250 -1.997 -6.821
O -6.332 -1.563 -5.721
H -4.356 -0.938 -5.545
H -4.596 -2.673 -5.810
H -4.895 -0.388 -7.829
H -4.215 -2.003 -8.104
C -1.720 -6.082 6.768
C -1.584 -4.575 6.702
O -1.742 -4.322 5.301
C -2.435 -5.352 4.760
O -2.868 -5.351 3.652
O -2.563 -6.363 5.644
H -2.183 -6.433 7.686
H -0.767 -6.595 6.628
H -2.377 -4.058 7.243
H -0.620 -4.212 7.048
C 0.451 -1.962 -6.601
C 0.813 -3.364 -7.036
O 2.210 -3.426 -6.733
C 2.476 -2.514 -5.765
O 3.503 -2.432 -5.178
O 1.403 -1.708 -5.562
H -0.563 -1.883 -6.223
H 0.593 -1.230 -7.398
H 0.293 -4.130 -6.456
H 0.642 -3.543 -8.094
```

Results of the Löwdin charge analysis, in e, for atoms 1 through 2: number 1, C, carries -0.047; number 2, C, carries -0.276



A molecular structure, C4H8HgO3, computed with the ωB97M-V functional and the def2-TZVPD basis.

The total charge is 0. The value obtained for the LUMO energy (alpha / beta) is 0.025 / -0.098 Eh. Its energy above the lowest of the compared OMol25 structures with the same formula, charge and spin is 0.5 kJ/mol. The spin multiplicity is 3. Its frontier orbital gap (alpha / beta) is 8.60 / 7.00 eV. The value obtained for the HOMO energy (alpha / beta) is -7.937 / -9.671 eV.

XYZ file:
```
16
C4H8HgO3 (the ωB97M-V functional and the def2-TZVPD basis)
O -0.290 0.833 0.980
Hg 0.416 2.194 -0.808
O -1.719 1.030 -0.688
C -1.409 0.562 0.440
O -2.025 -0.544 0.905
C -3.247 -0.921 0.290
C 2.164 -0.056 -0.893
C 3.033 0.147 0.294
H -3.622 -1.782 0.852
H -3.978 -0.102 0.334
H -3.084 -1.211 -0.757
H 1.375 -0.814 -0.912
H 2.570 0.118 -1.893
H 2.448 0.298 1.213
H 3.653 -0.750 0.477
H 3.714 0.998 0.165
```

Results of the natural (NBO) charge analysis, in e, for atoms 1 through 2: number 1, O, carries -0.773; number 2, Hg, carries 0.800



19 unconnected molecules or ions with the total composition C19H76N38O19, computed with the ωB97M-V functional and the def2-TZVPD basis.

The total charge is 0. The value obtained for the LUMO energy is -0.007 Eh. Its energy above the lowest of the compared OMol25 structures with the same formula, charge and spin is 193.7 kJ/mol. Its frontier orbital gap is 9.31 eV. The value obtained for the HOMO energy is -9.507 eV.

XYZ file:
```
152
C19H76N38O19 (the ωB97M-V functional and the def2-TZVPD basis)
C -3.658 -0.089 -2.930
O -2.881 0.878 -2.596
N -3.424 -1.087 -3.787
N -4.867 -0.088 -2.306
H -4.228 -1.529 -4.145
H -2.580 -1.034 -4.300
H -5.562 -0.873 -2.469
H -5.092 0.545 -1.553
C 4.224 0.347 -2.040
O 3.930 1.241 -1.234
N 5.555 0.074 -2.268
N 3.280 -0.406 -2.591
H 5.718 -0.920 -2.336
H 6.057 0.389 -1.505
H 3.495 -1.194 -3.200
H 2.327 -0.083 -2.618
C 1.622 -6.326 -1.865
O 1.185 -6.037 -0.715
N 1.664 -5.371 -2.855
N 2.035 -7.646 -2.097
H 2.102 -5.521 -3.694
H 1.390 -4.430 -2.628
H 1.890 -8.294 -1.316
H 2.211 -8.074 -2.964
C -2.862 -2.657 2.244
O -2.549 -3.752 1.822
N -1.892 -1.654 2.456
N -4.090 -2.261 2.566
H -2.063 -0.777 1.986
H -0.939 -2.010 2.190
H -4.753 -2.911 2.102
H -4.243 -1.248 2.394
C 0.556 -3.930 6.985
O 0.273 -4.116 8.162
N 1.846 -3.844 6.552
N -0.382 -3.755 5.961
H 2.594 -4.333 6.994
H 1.975 -3.933 5.547
H -0.132 -3.719 5.020
H -1.300 -3.956 6.256
C 3.918 -1.601 3.152
O 4.208 -2.821 3.139
N 2.600 -1.272 3.350
N 4.809 -0.545 3.062
H 1.964 -2.100 3.404
H 2.277 -0.488 2.739
H 5.783 -0.741 3.329
H 4.518 0.195 3.750
C 5.191 -1.912 -5.322
O 3.990 -1.816 -5.407
N 5.950 -0.831 -5.192
N 5.933 -3.135 -5.370
H 6.680 -0.891 -4.514
H 5.417 0.031 -5.246
H 6.794 -3.087 -5.953
H 5.392 -3.919 -5.687
C 0.664 5.012 -1.431
O 0.825 4.819 -2.635
N 1.553 4.790 -0.368
N -0.570 5.439 -0.954
H 0.977 4.416 0.403
H 2.362 4.151 -0.541
H -1.371 5.416 -1.521
H -0.790 5.386 -0.007
C 0.964 -4.394 2.541
O 0.686 -3.522 3.333
N 0.002 -5.240 1.937
N 2.220 -4.627 2.111
H 0.180 -5.594 0.990
H -0.913 -4.800 2.024
H 2.270 -5.533 1.661
H 2.945 -4.065 2.490
C -0.081 -2.467 -1.447
O 1.007 -2.497 -1.928
N -0.468 -3.585 -0.736
N -0.936 -1.429 -1.602
H 0.075 -4.472 -0.736
H -1.366 -3.490 -0.273
H -0.706 -0.522 -1.977
H -1.914 -1.642 -1.300
C 3.551 3.447 2.970
O 3.986 4.161 3.855
N 4.410 2.695 2.091
N 2.223 3.196 2.869
H 5.212 3.218 1.694
H 3.966 2.078 1.372
H 1.946 2.889 1.941
H 1.572 3.563 3.506
C -5.195 5.765 1.762
O -5.485 5.681 3.025
N -5.006 7.018 1.181
N -5.100 4.738 0.824
H -4.594 7.757 1.737
H -4.498 7.031 0.294
H -5.315 3.812 1.080
H -4.963 4.927 -0.169
C -4.243 1.419 1.036
O -5.354 1.693 0.531
N -3.151 1.262 0.293
N -4.087 1.152 2.321
H -3.202 1.256 -0.721
H -2.315 0.879 0.625
H -3.181 1.278 2.765
H -4.854 1.359 2.881
C 0.608 0.388 0.796
O 0.116 0.335 1.898
N 1.445 -0.612 0.298
N 0.559 1.492 0.041
H 1.559 -0.808 -0.690
H 1.374 -1.455 0.897
H -0.111 2.197 0.377
H 0.697 1.551 -0.930
C 0.025 -0.992 -5.731
O -1.067 -0.520 -5.489
N 0.679 -2.011 -5.115
N 0.648 -0.541 -6.838
H 1.660 -2.251 -5.330
H 0.320 -2.380 -4.234
H 1.620 -0.380 -6.940
H 0.113 0.190 -7.230
C -1.655 0.058 5.382
O -2.455 0.847 4.812
N -1.900 -0.467 6.612
N -0.498 -0.319 4.819
H -2.637 0.023 7.128
H -1.093 -0.806 7.098
H -0.036 -1.162 5.159
H -0.461 -0.170 3.813
C -3.886 4.089 -2.786
O -4.037 4.981 -1.947
N -2.777 3.908 -3.552
N -4.886 3.151 -3.016
H -2.518 2.904 -3.658
H -1.969 4.506 -3.337
H -4.762 2.535 -3.806
H -5.747 3.482 -2.623
C -1.477 3.494 2.256
O -0.848 3.812 1.255
N -2.601 4.115 2.605
N -1.018 2.567 3.113
H -3.167 3.780 3.416
H -3.187 4.482 1.837
H -1.583 2.293 3.882
H -0.306 1.931 2.761
C 0.898 1.628 -3.528
O 0.663 0.482 -3.054
N 0.072 2.196 -4.526
N 2.061 2.403 -3.286
H 0.038 3.231 -4.507
H -0.875 1.753 -4.406
H 2.712 2.168 -2.565
H 1.897 3.400 -3.383
```

Results of the Löwdin charge analysis, in e, for atoms 1 through 2: number 1, C, carries -0.628; number 2, O, carries -0.078



A gas-phase ion, CH2N3O2 (charge +1), computed with the ωB97M-V functional and the def2-TZVPD basis.

The total charge is +1. The value obtained for the LUMO energy (alpha / beta) is -0.256 / -0.256 Eh. Its energy above the lowest of the compared OMol25 structures with the same formula, charge and spin is 411.3 kJ/mol. Its frontier orbital gap (alpha / beta) is 8.38 / 8.38 eV. The value obtained for the HOMO energy (alpha / beta) is -15.353 / -15.354 eV.

XYZ file:
```
8
CH2N3O2 (the ωB97M-V functional and the def2-TZVPD basis)
C 0.109 -0.246 -0.282
N -2.140 -1.537 -0.135
N -1.272 -1.958 -0.949
N -2.397 -0.645 0.555
O -2.968 0.002 1.311
O -0.158 -1.250 -0.986
H -0.463 0.188 0.534
H 1.069 0.210 -0.493
```

Results of the natural (NBO) charge analysis, in e, for atoms 1 through 2: number 1, C, carries 0.190; number 2, N, carries 0.119



A single C4H6O2 molecule, computed with the ωB97M-V functional and the def2-TZVPD basis.

The total charge is 0. The value obtained for the LUMO energy is 0.031 Eh. Its energy above the lowest of the compared OMol25 structures with the same formula, charge and spin is 273.1 kJ/mol. Its frontier orbital gap is 9.66 eV. The value obtained for the HOMO energy is -8.828 eV.

XYZ file:
```
12
C4H6O2 (the ωB97M-V functional and the def2-TZVPD basis)
C 1.496 1.016 -1.189
C 1.349 -0.005 -0.105
O 2.165 -0.769 0.303
C -0.713 -0.982 0.240
O 0.063 0.064 0.489
C -1.985 -0.779 1.007
H 2.457 0.889 -1.687
H 0.678 0.906 -1.906
H 1.429 2.022 -0.763
H -2.108 0.203 1.481
H -2.834 -1.004 0.352
H -1.998 -1.563 1.778
```

Results of the natural (NBO) charge analysis, in e, for atoms 1 through 2: number 1, C, carries -0.735; number 2, C, carries 0.826



no.,calculated total energy (Eh),maximum force (eV Å⁻¹)
1,-506.7352,2.556
2,-303.4827,2.492
3,-234.4069,0.745
4,-2933.5510,1.214
5,-536.2413,3.201
6,-4280.7511,5.106
7,-353.4461,3.569
8,-306.4023,0.682